Entry 1:
# C29H39CuN4OPV

A molecular structure, C29H39CuN4OPV (ωB97M-V with the def2-TZVPD basis set, the Open Molecules 2025 dataset).

ORCA input file:
```
! wB97M-V def2-TZVPD RIJCOSX def2/J DEFGRID3
* xyz 2 1
N 1.691 0.046 1.235
C 2.769 -0.065 1.797
O 3.829 -0.291 2.278
Cu 0.705 -1.976 -1.498
V 0.021 -0.035 0.319
N 0.228 -0.065 -1.662
N -0.696 1.523 1.011
C 1.142 0.734 -2.544
C -0.077 2.620 1.804
C 1.079 0.184 -3.969
C 0.742 2.217 -2.617
C 2.558 0.634 -1.998
C 0.223 2.084 3.216
C -1.043 3.806 1.915
C 1.211 3.122 1.142
H 1.233 -0.896 -3.982
H 1.858 0.639 -4.587
H 0.114 0.396 -4.434
H -0.234 2.360 -3.088
H 1.480 2.745 -3.231
H 0.728 2.691 -1.633
H 2.659 1.157 -1.040
H 3.252 1.092 -2.712
H 2.866 -0.406 -1.850
H -0.707 1.721 3.683
H 0.642 2.900 3.825
H 0.950 1.262 3.177
H -1.935 3.549 2.509
H -1.346 4.137 0.909
H -0.518 4.634 2.416
H 1.565 3.986 1.728
H 1.001 3.453 0.115
H 1.999 2.359 1.139
C -1.182 0.038 -2.113
H -1.860 -0.350 -1.342
H -1.466 1.083 -2.322
H -1.371 -0.554 -3.026
C -2.143 1.327 1.148
H -2.394 0.294 0.869
H -2.482 1.473 2.188
H -2.715 2.007 0.492
N -0.897 -1.393 0.861
P -1.052 -2.991 0.471
C -2.370 -3.301 -0.729
C -2.171 -3.069 -2.102
C -3.234 -3.128 -3.001
C -4.504 -3.508 -2.559
C -4.699 -3.812 -1.204
C -3.650 -3.700 -0.289
C 0.578 -3.524 -0.176
C 1.596 -3.701 0.850
C 2.711 -4.476 0.597
C 2.844 -5.179 -0.621
C 1.812 -5.156 -1.553
C 0.678 -4.345 -1.346
C -1.487 -3.786 2.021
C -1.591 -3.013 3.187
C -1.918 -3.615 4.402
C -2.157 -4.994 4.460
C -2.077 -5.764 3.289
C -1.757 -5.166 2.070
H -1.176 -2.846 -2.510
H -3.055 -2.883 -4.049
H -5.333 -3.569 -3.271
H -5.681 -4.138 -0.862
H -3.816 -3.926 0.764
H 1.434 -3.261 1.838
H 3.491 -4.575 1.358
H 3.732 -5.786 -0.797
H 1.876 -5.770 -2.453
H -0.181 -4.470 -2.002
H -1.416 -1.941 3.128
H -1.986 -3.002 5.302
H -2.408 -5.461 5.420
H -2.274 -6.835 3.338
H -1.717 -5.765 1.161
*
```

Summary:
HOMO-LUMO gap (spin up / spin down)   7.4 / 7.4 eV

---

Entry 2:
# C37H47IN6O3S

3 unconnected molecules or ions with the total composition C37H47IN6O3S (ωB97M-V with the def2-TZVPD basis set, the Open Molecules 2025 dataset).

ORCA input file:
```
! wB97M-V def2-TZVPD RIJCOSX def2/J DEFGRID3
* xyz 0 1
C -2.673 -5.690 -4.386
C -3.860 -5.774 -3.416
C -3.443 -5.817 -1.938
I -5.210 -5.451 -0.715
C -2.340 -4.907 -1.477
C -1.275 -5.450 -0.736
C -1.192 -6.898 -0.309
C -0.189 -7.724 -1.137
C 1.253 -7.741 -0.628
C 1.417 -8.222 0.824
C 1.729 -7.136 1.853
N 2.930 -6.349 1.544
C -0.216 -4.628 -0.361
C -0.158 -3.278 -0.671
C 1.020 -2.442 -0.262
C -1.233 -2.724 -1.367
C -2.305 -3.529 -1.754
S -3.653 -2.718 -2.582
C -2.723 -1.579 -3.560
C -3.117 -1.244 -4.852
C -2.381 -0.323 -5.580
C -1.232 0.221 -5.021
O -0.522 1.109 -5.802
N 0.035 2.237 -5.005
O -0.411 3.226 -5.369
C -0.819 -0.126 -3.741
C -1.584 -1.016 -2.998
N -1.196 -1.322 -1.662
C -1.927 -0.487 -0.667
C -1.069 0.698 -0.203
N -1.582 1.956 -0.754
C -2.598 2.587 0.102
C -2.067 3.351 1.316
C -0.569 2.866 -1.177
C 0.744 2.918 -0.433
O -0.767 3.584 -2.129
H -2.878 -4.936 -5.147
H -2.502 -6.626 -4.915
H -1.747 -5.385 -3.900
H -4.581 -4.986 -3.600
H -4.403 -6.703 -3.603
H -3.201 -6.843 -1.704
H -2.161 -7.389 -0.311
H -0.891 -6.901 0.741
H -0.168 -7.294 -2.143
H -0.547 -8.747 -1.267
H 1.808 -8.422 -1.277
H 1.710 -6.760 -0.768
H 0.470 -8.671 1.140
H 2.162 -9.015 0.903
H 1.859 -7.609 2.829
H 0.873 -6.464 1.953
H 3.334 -6.592 0.652
H 2.748 -5.357 1.559
H 0.606 -5.062 0.197
H 1.196 -1.660 -0.998
H 1.921 -3.048 -0.175
H 0.837 -1.947 0.695
H -4.012 -1.702 -5.253
H -2.678 -0.021 -6.574
H 0.071 0.301 -3.302
H -2.235 -1.122 0.162
H -2.817 -0.077 -1.147
H -1.055 0.721 0.895
H -0.044 0.537 -0.523
H -3.243 1.782 0.457
H -3.194 3.259 -0.514
H -1.352 2.770 1.897
H -2.909 3.578 1.971
H -1.617 4.299 1.023
H 1.185 3.895 -0.602
H 0.641 2.770 0.638
H 1.427 2.166 -0.832
C 2.804 7.107 3.079
C 1.911 7.241 2.028
C 1.334 6.097 1.500
N 1.592 4.868 1.944
C 2.452 4.754 2.954
C 3.081 5.834 3.553
H 3.270 7.977 3.525
H 1.664 8.214 1.624
H 0.629 6.164 0.677
H 2.647 3.743 3.296
H 3.770 5.681 4.372
C 4.467 12.171 6.602
C 3.572 12.307 5.553
C 2.991 11.162 5.030
N 3.247 9.935 5.476
C 4.111 9.820 6.483
C 4.743 10.901 7.079
H 4.941 13.040 7.039
H 3.326 13.279 5.148
H 2.283 11.229 4.211
H 4.303 8.810 6.828
H 5.435 10.747 7.896
*
```

Summary:
HOMO-LUMO gap   7.9 eV
SMILES   CC[C@H](I)c1c(CCCCCN)cc(C)c2c1Sc1ccc(ON=O)cc1N2CCN(CC)C(C)=O.c1ccncc1.c1ccncc1
Relative energy (zero: lowest compared OMol25 entry of this formula, charge and spin)   0.0 kcal/mol

---

Entry 3:
# C26H26F5GeO2SSbSe4Tc

A molecular structure, C26H26F5GeO2SSbSe4Tc (ωB97M-V with the def2-TZVPD basis set, the Open Molecules 2025 dataset).

ORCA input file:
```
! wB97M-V def2-TZVPD RIJCOSX def2/J DEFGRID3
* xyz 1 1
Tc -0.772 0.400 -0.345
Se 0.863 -3.199 1.810
Sb 2.754 -1.919 1.353
Se 2.319 -0.974 -2.167
Se 1.807 0.220 -0.216
Se 3.391 -2.730 -1.280
C -2.785 1.579 4.762
C -1.780 1.639 3.624
S -1.526 0.000 2.917
O -0.550 0.244 1.741
C -0.454 -0.776 4.137
C 0.866 -0.076 4.396
H -2.940 2.582 5.155
H -2.438 0.955 5.584
H -3.744 1.198 4.417
H -0.811 2.038 3.929
H -2.153 2.232 2.790
H -0.301 -1.779 3.730
H -1.068 -0.880 5.032
H 1.338 0.222 3.460
H 1.536 -0.761 4.912
H 0.753 0.805 5.023
F -3.339 0.901 1.033
C -2.632 1.339 -0.067
F -2.201 2.618 0.271
C -3.689 1.517 -1.167
F -4.232 0.329 -1.465
F -3.144 2.013 -2.284
F -4.672 2.336 -0.790
C -1.324 -1.253 -0.831
Ge -2.038 -2.285 -2.395
C -3.482 -3.305 -1.583
C -4.341 -2.719 -0.656
C -5.383 -3.446 -0.102
C -5.577 -4.769 -0.471
C -4.729 -5.363 -1.391
C -3.686 -4.635 -1.943
C -0.538 -3.478 -2.811
C 0.199 -3.393 -3.992
C 1.240 -4.277 -4.244
C 1.543 -5.272 -3.328
C 0.806 -5.380 -2.156
C -0.220 -4.485 -1.900
C -2.664 -1.258 -3.917
C -4.039 -1.183 -4.133
C -4.549 -0.493 -5.220
C -3.690 0.132 -6.109
C -2.320 0.058 -5.915
C -1.813 -0.636 -4.829
H -1.191 -1.960 0.013
H -4.203 -1.684 -0.363
H -6.046 -2.980 0.613
H -6.391 -5.336 -0.041
H -4.879 -6.393 -1.680
H -3.029 -5.112 -2.659
H -0.054 -2.654 -4.740
H 1.795 -4.204 -5.169
H 2.340 -5.973 -3.535
H 1.022 -6.168 -1.449
H -0.794 -4.593 -0.987
H -4.722 -1.665 -3.446
H -5.617 -0.443 -5.373
H -4.087 0.672 -6.956
H -1.646 0.538 -6.609
H -0.741 -0.689 -4.705
O -0.335 1.542 -3.172
C -0.593 1.086 -2.159
*
```

Summary:
HOMO-LUMO gap (spin up / spin down)   3.4 / 3.4 eV
Relative energy (zero: lowest compared OMol25 entry of this formula, charge and spin)   22.0 kcal/mol

---

Entry 4:
# C3H9NO

2 unconnected molecules or ions with the total composition C3H9NO (ωB97M-V with the def2-TZVPD basis set, the Open Molecules 2025 dataset).

ORCA input file:
```
! wB97M-V def2-TZVPD RIJCOSX def2/J DEFGRID3
* xyz 0 1
C -0.528 -1.544 -1.379
C -0.157 -0.765 -0.292
C 1.187 -0.344 -0.076
N -1.108 -0.329 0.636
H -1.633 -1.595 -1.543
H 0.131 -2.173 -1.907
H 1.645 -0.762 0.948
H 1.313 0.731 -0.121
H 1.884 -0.776 -0.935
H -0.899 0.580 1.079
H -2.126 -0.492 0.530
O 0.371 2.620 1.355
H -0.018 3.076 0.571
H -0.063 1.773 1.134
*
```

Summary:
HOMO-LUMO gap   8.9 eV
SMILES   C=C(C)N.O
Relative energy (zero: lowest compared OMol25 entry of this formula, charge and spin)   46.3 kcal/mol

---

Entry 5:
# C5H7N

C5H7N in the gas phase (ωB97M-V with the def2-TZVPD basis set, the Open Molecules 2025 dataset).

ORCA input file:
```
! wB97M-V def2-TZVPD RIJCOSX def2/J DEFGRID3
* xyz 0 1
C -0.281 1.879 0.526
C -0.801 0.820 -0.088
C -0.744 -0.580 0.460
C 0.385 -1.396 -0.153
C 1.498 -0.781 -0.842
N 0.666 -1.279 -1.639
H -0.306 2.870 0.082
H 0.195 1.791 1.502
H -1.249 0.938 -1.074
H -0.595 -0.545 1.547
H -1.697 -1.099 0.287
H 0.502 -2.399 0.262
H 2.425 -0.221 -0.870
*
```

Summary:
HOMO-LUMO gap   11.1 eV
SMILES   C=CC[C@@H]1C=N1
Relative energy (zero: lowest compared OMol25 entry of this formula, charge and spin)   63.1 kcal/mol

---

Entry 6:
# C2H3I2NO

A molecular structure, C2H3I2NO (ωB97M-V with the def2-TZVPD basis set, the Open Molecules 2025 dataset).

ORCA input file:
```
! wB97M-V def2-TZVPD RIJCOSX def2/J DEFGRID3
* xyz 0 1
C -0.233 1.597 -0.952
C 0.085 -1.299 0.967
N -0.718 0.168 -0.599
O 0.303 -0.646 -0.241
I -1.472 3.071 -1.676
I 1.823 1.647 -1.025
H 0.543 -0.745 1.818
H 0.645 -2.297 0.795
H -0.978 -1.495 0.912
*
```

Summary:
HOMO-LUMO gap (spin up / spin down)   8.4 / 8.4 eV
Relative energy (zero: lowest compared OMol25 entry of this formula, charge and spin)   102.4 kcal/mol

---

Entry 7:
# C19H20N4O3S

C19H20N4O3S in the gas phase (ωB97M-V with the def2-TZVPD basis set, the Open Molecules 2025 dataset).

ORCA input file:
```
! wB97M-V def2-TZVPD RIJCOSX def2/J DEFGRID3
* xyz 0 1
C -2.871 -0.667 1.248
C -1.450 -1.221 1.093
N -0.881 -1.201 2.473
C -0.314 -2.186 3.268
O -0.469 -3.381 2.973
C 0.497 -1.849 4.580
C -0.094 -0.662 5.352
C -1.350 -0.640 6.082
C -1.625 0.581 6.583
S -0.222 1.653 6.422
C 0.638 0.438 5.483
C -0.598 -0.340 0.168
O -0.015 0.594 0.795
N -0.283 -0.680 -1.142
C 0.732 0.048 -1.979
C 1.624 -1.014 -2.719
O 1.222 -2.149 -2.711
N 2.808 -0.701 -3.414
C 3.558 -1.724 -4.226
N 2.941 0.575 -3.868
C 2.213 1.624 -4.076
C 0.836 1.802 -3.917
C 0.302 2.866 -4.724
C -0.971 3.443 -4.353
C -1.750 2.803 -3.413
C -1.194 1.672 -2.639
C 0.072 1.147 -2.849
H -3.432 -0.788 0.333
H -2.861 0.431 1.497
H -3.385 -1.136 2.004
H -1.624 -2.262 0.805
H -0.658 -0.165 2.753
H 1.518 -1.676 4.581
H 0.424 -2.714 5.186
H -2.153 -1.460 6.104
H -2.523 0.824 7.055
H 1.544 0.744 4.974
H -0.395 -1.628 -1.287
H 1.405 0.562 -1.313
H 3.970 -2.472 -3.540
H 4.350 -1.315 -4.883
H 2.725 -2.236 -4.702
H 2.680 2.466 -4.613
H 0.880 3.285 -5.532
H -1.407 4.277 -4.775
H -2.698 3.242 -3.250
H -1.714 1.192 -1.888
*
```

Summary:
HOMO-LUMO gap   8.3 eV
SMILES   C[C@H](NC(=O)Cc1ccsc1)C(=O)N[C@H]1C(=O)N(C)N=Cc2ccccc21
Relative energy (zero: lowest compared OMol25 entry of this formula, charge and spin)   140.8 kcal/mol

---

Entry 8:
# C10H7Cl3O

C10H7Cl3O in the gas phase (ωB97M-V with the def2-TZVPD basis set, the Open Molecules 2025 dataset).

ORCA input file:
```
! wB97M-V def2-TZVPD RIJCOSX def2/J DEFGRID3
* xyz 0 1
O 1.959 1.405 1.673
C 1.824 1.402 0.499
Cl 2.301 2.735 -0.575
C 1.188 0.114 -0.377
C -0.241 -0.026 0.042
C -1.215 0.511 -0.737
C -2.538 0.450 -0.355
C -2.905 -0.082 0.835
C -1.903 -0.521 1.740
C -0.552 -0.616 1.301
C 1.755 -0.222 -1.750
C 2.079 -1.070 -0.555
Cl 1.246 -2.634 -0.336
Cl 3.717 -1.116 0.200
H -1.118 1.115 -1.674
H -3.406 0.802 -1.011
H -3.976 0.056 1.036
H -2.282 -0.863 2.688
H 0.342 -0.898 1.762
H 1.039 -0.743 -2.378
H 2.686 0.202 -2.029
*
```

Summary:
HOMO-LUMO gap   10.0 eV
SMILES   O=C(Cl)[C@@]1(c2ccccc2)CC1(Cl)Cl
Relative energy (zero: lowest compared OMol25 entry of this formula, charge and spin)   15.6 kcal/mol